Record 1
14
Properties=species:S:1:pos:R:3:lowdin_charge:R:1 method="wB97M-V/def2-TZVPD" e_lumo_ev=-0.240 e_above_lowest_kj_mol=695.5 multiplicity=1 total_charge=0 homo_ha=-0.2503 total_energy_ha=-411.94405
C -0.476 -0.539 0.213 -0.36
C -0.464 0.222 -0.986 -0.46
C 1.343 0.652 -0.114 -0.16
H -1.724 -0.899 1.876 0.12
H -2.337 -2.291 0.046 0.19
H -1.223 1.191 -2.367 0.18
H 2.354 0.915 -0.020 0.11
H 0.886 0.453 2.641 0.12
H 1.598 -1.117 2.533 0.17
N -1.581 -0.918 0.753 0.00
N 0.716 0.850 -1.277 0.15
N 0.772 -0.110 0.813 -0.19
N 1.344 -0.196 1.947 0.02
O -1.340 0.295 -1.878 0.11

=====

Record 2
14
Properties=species:S:1:pos:R:3:lowdin_charge:R:1 method="wB97M-V/def2-TZVPD" e_lumo_ev=0.591 e_above_lowest_kj_mol=750.4 multiplicity=1 total_charge=0 homo_ha=-0.3187 total_energy_ha=-411.92313
C -2.413 -0.693 0.655 -0.20
C 0.162 1.522 0.059 -0.10
C 1.510 -0.356 0.138 -0.35
H -1.411 -0.531 1.603 0.16
H -3.453 -0.129 1.272 0.13
H -2.461 -1.990 0.398 0.13
H -2.219 -0.344 -1.550 0.19
H -0.179 2.623 0.305 0.16
H 2.540 -1.925 -0.378 0.08
N -1.970 0.094 -0.510 -0.12
N -0.547 0.413 -0.472 -0.25
N 1.436 1.174 0.325 0.09
N 2.592 -0.992 0.090 0.13
O 0.131 -0.672 -0.350 -0.05